Entry 1:
Entry from the Open Molecules 2025 dataset: a 13-piece molecular cluster, C25H76N6O13 overall in a non-equilibrium geometry (ωB97M-V/def2-TZVPD).

Element x y z (Å)
C  3.01384  -1.90650  -1.62327
O  3.01416  -1.95538  -0.17992
H  4.02476  -1.87779  -1.99853
H  2.44728  -1.01722  -1.94187
H  2.64298  -2.84743  -2.05005
H  3.55031  -1.24354  0.15550
C  -3.54690  0.21780  -2.92343
O  -2.98701  0.56536  -1.72142
H  -4.61240  0.18500  -2.77993
H  -3.13354  -0.69568  -3.29441
H  -3.43703  1.05877  -3.63058
H  -2.18301  0.01912  -1.57627
C  4.94140  0.57266  -0.74255
O  4.52377  0.29716  0.56076
H  3.97929  0.64622  -1.30725
H  5.49187  -0.33972  -1.00116
H  5.47639  1.53357  -0.86591
H  3.95743  0.96885  0.87576
C  -0.20395  -1.79521  -2.94121
O  -1.07953  -1.45622  -1.93538
H  0.34050  -2.71607  -2.70190
H  0.66798  -1.12297  -2.95076
H  -0.63853  -1.80659  -3.93921
H  -0.54778  -1.36079  -1.11311
C  0.28126  -0.13737  0.29659
O  1.27841  0.65540  -0.03233
N  -0.91453  0.21172  0.62472
N  0.41999  -1.42440  0.31158
H  -1.12479  1.24537  0.64612
H  -1.63801  -0.45916  0.74432
H  1.38359  -1.70432  -0.03212
H  0.46872  -1.57031  1.32656
C  -0.27787  3.25100  0.75505
O  0.24515  3.70315  -0.39269
N  0.26744  3.19043  1.88027
N  -1.55436  2.91361  0.79107
H  1.33185  3.27781  1.95449
H  -0.15540  2.96873  2.72222
H  -2.08921  3.02437  -0.13423
H  -2.07944  2.58593  1.61125
C  2.92137  2.27716  2.87178
O  3.31364  2.38466  4.18860
N  2.65790  1.18523  2.22792
N  2.83711  3.32851  2.09095
H  2.53241  0.35160  2.78940
H  2.21559  1.15209  1.26675
H  3.03141  4.25539  2.53693
H  3.07985  3.36900  1.11922
C  1.01075  2.20616  -5.32214
C  0.12852  1.23829  -4.46570
C  0.32410  1.72567  -3.07287
O  -1.07552  1.21889  -4.69503
H  0.54736  3.25052  -5.41408
H  1.13951  1.76671  -6.28055
H  1.96606  2.40305  -5.00003
H  0.50278  0.22348  -4.53991
H  1.38740  1.70467  -2.67527
H  -0.21243  1.10961  -2.27969
H  -0.04647  2.76904  -2.88083
H  -1.50422  1.91636  -4.18418
C  -5.38649  -2.64044  0.84280
C  -4.07721  -3.07979  0.24346
C  -4.02546  -2.69731  -1.18078
O  -3.08121  -2.54966  0.73798
H  -5.56389  -2.93306  1.82379
H  -6.25585  -3.07385  0.21626
H  -5.35759  -1.52182  0.82378
H  -3.88187  -4.16263  0.25379
H  -3.20264  -3.23754  -1.60530
H  -3.96246  -1.64037  -1.26999
H  -4.91460  -2.97451  -1.73306
H  -2.28968  -2.88151  0.27934
C  -3.18693  0.74062  4.44256
C  -3.12462  1.22328  2.98534
C  -3.90746  0.32716  2.03242
O  -3.33445  2.41568  2.75604
H  -2.71328  1.43331  5.15644
H  -2.69711  -0.25693  4.52205
H  -4.18397  0.68881  4.74726
H  -2.10236  1.09094  2.67111
H  -4.97715  0.58948  2.12167
H  -3.69917  -0.69291  2.27227
H  -3.65720  0.52331  0.99163
H  -4.18925  2.66013  3.14976
C  1.07388  -4.88530  0.96138
C  0.28429  -4.44854  -0.25622
C  -0.29219  -5.65996  -1.00592
O  -0.76337  -3.79489  -0.03504
H  0.40198  -5.30524  1.73367
H  1.51333  -4.04667  1.34223
H  1.81585  -5.59527  0.77092
H  0.96952  -3.89233  -0.91969
H  -0.65616  -5.42593  -1.99745
H  -0.94306  -6.23702  -0.40100
H  0.55598  -6.20566  -1.29341
H  -0.46295  -2.88590  0.08099
C  3.39081  3.53559  -2.79503
C  3.49955  3.87536  -1.30825
C  3.05571  5.25763  -1.00476
O  2.90771  3.11132  -0.49849
H  3.56433  2.52721  -2.86157
H  4.17440  4.09196  -3.33564
H  2.44786  3.80682  -3.19989
H  4.55008  3.83209  -1.04408
H  2.03736  5.48884  -1.16895
H  3.71066  5.90818  -1.56276
H  3.25645  5.39017  0.02819
H  1.93273  3.30170  -0.71620
C  0.27513  0.09695  3.98415
C  0.71926  -1.30988  3.74087
C  -0.52964  -2.14511  3.36157
O  1.53832  -1.38618  2.82259
H  0.16943  0.60960  3.04363
H  1.08717  0.59393  4.50300
H  -0.61211  0.08402  4.57289
H  1.22715  -1.71092  4.63216
H  -0.23846  -3.16099  3.19032
H  -1.13135  -1.85381  2.55132
H  -1.24084  -2.26152  4.12622
H  2.18087  -2.14214  2.94952

**Relative energy (zero: lowest compared OMol25 entry of this formula, charge and spin)**: 2.7 kcal/mol
**E_HOMO**: -0.33676 Ha
**E_LUMO**: 0.298 eV
**2S+1**: 1
**Kohn-Sham gap**: 9.462 eV

---

Entry 2:
Entry from the Open Molecules 2025 dataset: an isolated ion of composition C5H6NO2 and charge -1 in a non-equilibrium geometry (ωB97M-V/def2-TZVPD).

Element x y z (Å)
C  1.16063  1.57623  -1.44832
C  0.20662  1.52188  -0.72658
C  -0.89863  1.25329  0.24473
N  -1.18025  -0.14019  0.46794
C  -0.04151  -0.91659  0.94000
C  0.73513  -1.62739  -0.19512
O  1.91730  -1.94538  0.03888
O  0.15686  -1.82117  -1.25976
H  2.02190  1.43964  -2.04427
H  -1.79995  1.70123  -0.18581
H  -0.67812  1.76547  1.18274
H  -1.62472  -0.58001  -0.32513
H  0.61555  -0.32612  1.57767
H  -0.43279  -1.72311  1.57664

**Relative energy (zero: lowest compared OMol25 entry of this formula, charge and spin)**: 6.2 kcal/mol
**Total charge**: -1
**E_HOMO**: -0.13458 Ha
**E_LUMO**: 3.919 eV
**2S+1**: 1
**Kohn-Sham gap**: 7.581 eV
**SMILES**: C#CCNCC(=O)[O-]

---

Entry 3:
Entry from the Open Molecules 2025 dataset: C52H46N6O5SScTe as an isolated structure (ωB97M-V/def2-TZVPD).

Element x y z (Å)
Sc  0.04066  -0.81002  0.07086
O  2.66305  -2.09147  3.23797
C  2.07635  -1.93119  2.18871
N  1.34864  -0.84408  1.78028
C  1.30015  0.24843  2.66016
O  2.17282  0.62327  3.39684
C  -0.03788  0.93633  2.54131
C  -1.55935  1.93793  4.24759
C  -2.74294  2.53255  3.82149
C  -3.28093  3.29581  2.83741
C  -1.76327  1.61889  1.11850
N  -0.71012  0.71387  1.42356
C  2.08326  -3.04193  1.17014
C  2.55808  -4.29127  1.53289
C  2.58404  -5.29070  0.57972
C  2.17635  -4.98849  -0.70967
C  1.72762  -3.71068  -0.97873
N  1.64524  -2.74569  -0.05587
H  -1.40598  1.72577  5.29013
H  -3.49541  2.35603  4.59152
H  -4.31792  3.58241  2.83836
H  -2.79392  1.30880  1.26089
H  2.89298  -4.43269  2.54928
H  2.93161  -6.28381  0.83033
H  2.20338  -5.71889  -1.50513
H  1.46452  -3.44086  -1.98983
O  -0.36502  1.61730  3.57573
S  -1.30876  3.45275  1.05025
O  -2.61641  4.00488  1.80933
N  -1.47422  2.31973  -0.17270
C  -2.36219  2.26151  -1.24340
C  -3.28431  3.22880  -1.56168
C  -4.11862  3.09894  -2.68776
C  -4.03819  1.99899  -3.49003
C  -3.10602  0.98024  -3.18392
C  -2.95700  -0.15788  -4.01359
C  -2.03609  -1.10605  -3.70063
C  -1.26343  -0.89684  -2.53864
N  -1.33783  0.13361  -1.74555
C  -2.27573  1.09682  -2.05360
C  -1.31328  5.02075  0.01974
C  -0.35343  5.02576  -0.98595
C  -0.18236  6.13867  -1.79365
C  -0.96388  7.26781  -1.59094
C  -1.90519  7.27711  -0.57306
C  -2.08299  6.15840  0.23227
H  -3.36664  4.10511  -0.93620
H  -4.82955  3.88368  -2.90699
H  -4.66785  1.88775  -4.36218
H  -3.58686  -0.26048  -4.88831
H  -1.90378  -2.00724  -4.28152
H  0.06958  -2.39213  -2.86857
H  0.26641  4.14888  -1.14135
H  0.56217  6.12808  -2.57889
H  -0.83245  8.13938  -2.21787
H  -2.50618  8.16032  -0.40165
H  -2.81703  6.17008  1.02332
C  6.10379  1.46779  -7.86999
C  5.35526  0.97127  -6.66419
C  4.14499  0.30889  -6.79750
C  3.42956  -0.14595  -5.69298
C  2.12070  -0.85324  -5.92968
C  3.95773  0.08362  -4.41679
Te  2.88351  -0.60894  -2.75017
N  -0.34268  -1.89461  -2.08279
C  -1.08499  -2.80835  -1.21751
O  -1.27225  -2.28419  -0.02604
C  -1.46192  -4.10595  -1.60792
C  -2.09093  -4.94402  -0.65495
C  -2.42473  -6.24049  -0.97646
C  -2.15350  -6.75819  -2.24312
C  -1.54189  -5.94519  -3.19171
C  -1.19922  -4.64143  -2.88994
C  4.35332  -1.75453  -1.76430
C  4.74779  -1.43453  -0.46038
C  4.36124  -0.18792  0.29305
C  5.59328  -2.32225  0.20689
C  6.07205  -3.47688  -0.38642
C  6.98124  -4.41406  0.35894
C  5.69710  -3.74222  -1.69870
C  4.83732  -2.90837  -2.39871
C  4.45240  -3.27862  -3.80457
C  5.16579  0.76961  -4.24857
C  5.74720  1.07045  -2.89697
C  5.84616  1.19046  -5.38491
H  5.71344  1.02666  -8.78577
H  7.16486  1.22761  -7.80164
H  6.02060  2.55202  -7.96167
H  3.74145  0.13501  -7.78817
H  1.94432  -0.97502  -6.99745
H  1.27714  -0.29581  -5.51542
H  2.11562  -1.83969  -5.46271
H  -2.29629  -4.54665  0.32839
H  -2.90561  -6.86223  -0.23291
H  -2.41848  -7.77677  -2.48659
H  -1.33375  -6.33188  -4.18052
H  -0.73826  -4.04455  -3.66932
H  3.66508  0.44650  -0.25027
H  5.25646  0.40274  0.49765
H  3.91838  -0.43300  1.25911
H  5.87393  -2.09346  1.22897
H  6.83817  -4.32740  1.43488
H  8.02907  -4.19535  0.14666
H  6.79932  -5.44918  0.07089
H  6.06627  -4.63837  -2.18590
H  4.84719  -4.26058  -4.05884
H  4.83248  -2.55679  -4.53236
H  3.36719  -3.30016  -3.92251
H  4.99836  1.51182  -2.23684
H  6.57852  1.76663  -2.99075
H  6.11225  0.16712  -2.40400
H  6.78598  1.71619  -5.26084

**Relative energy (zero: lowest compared OMol25 entry of this formula, charge and spin)**: 182.0 kcal/mol
**⟨S²⟩**: 0.78
**E_HOMO (spin up / spin down)**: -0.19107 / -0.19107 Ha
**E_LUMO (spin up / spin down)**: -0.662 / -0.919 eV
**2S+1**: 2
**Kohn-Sham gap (spin up / spin down)**: 4.537 / 4.281 eV

---

Entry 4:
Entry from the Open Molecules 2025 dataset: a 5-piece molecular cluster, C10H15N5 overall (ωB97M-V/def2-TZVPD).

Element x y z (Å)
C  0.33852  -0.25251  -0.03422
C  0.17630  -1.57725  0.54435
N  0.05640  -2.62867  0.98807
H  -0.30730  -0.08324  -0.89040
H  1.39631  -0.14322  -0.26133
H  0.01498  0.47439  0.71483
C  -1.93515  3.07453  -1.51543
C  -2.01649  2.66174  -0.11755
N  -2.06283  2.32990  0.97685
H  -1.86156  2.17471  -2.12718
H  -1.06245  3.70235  -1.66955
H  -2.83484  3.60303  -1.81760
C  1.49971  -4.98870  3.12701
C  0.96451  -6.06371  3.93944
N  0.54411  -6.92042  4.58107
H  1.63973  -5.33115  2.10444
H  2.42690  -4.58832  3.52858
H  0.78962  -4.16093  3.08853
C  -1.20047  -0.27532  -4.46045
C  -1.63919  0.99456  -5.03289
N  -1.97018  1.99447  -5.48469
H  -2.04479  -0.96625  -4.42804
H  -0.82585  -0.11712  -3.45581
H  -0.47610  -0.72635  -5.13606
C  1.72616  3.14307  1.66568
C  1.70839  2.62154  3.02672
N  1.71835  2.21164  4.09361
H  0.78802  2.89696  1.17615
H  2.59317  2.71724  1.16423
H  1.85604  4.22301  1.71165

**Relative energy (zero: lowest compared OMol25 entry of this formula, charge and spin)**: 28.1 kcal/mol
**E_HOMO**: -0.41502 Ha
**E_LUMO**: -0.167 eV
**2S+1**: 1
**Kohn-Sham gap**: 11.126 eV
**SMILES**: CC#N.CC#N.CC#N.CC#N.CC#N

---

Entry 5:
Entry from the Open Molecules 2025 dataset: C8H4F24N5O16S8 as an isolated structure in a non-equilibrium geometry (ωB97M-V/def2-TZVPD).

Element x y z (Å)
N  0.88236  0.72286  -0.77534
H  1.45990  0.01340  -0.26054
H  -0.11964  0.54091  -0.82439
H  1.26106  0.69798  -1.74691
H  0.98205  1.72304  -0.45025
C  2.10410  1.63644  -5.66533
F  3.34251  1.22408  -5.82996
F  2.17312  2.70943  -4.87420
F  1.49350  1.96431  -6.80450
S  1.03877  0.30214  -4.79998
O  1.49556  -0.92545  -5.42062
O  1.39671  0.38618  -3.39920
N  -0.54867  0.84364  -5.08487
S  -1.38421  -0.11806  -4.10464
O  -1.09077  -1.52532  -4.23679
O  -1.43514  0.35971  -2.74548
C  -3.17045  0.10921  -4.75423
F  -4.00067  -0.81611  -4.27795
F  -3.61515  1.30872  -4.37596
F  -3.17194  0.05739  -6.08812
C  -4.93855  -5.14843  4.77247
F  -4.82601  -5.80359  5.93124
F  -4.58267  -6.04697  3.84389
F  -6.16025  -4.68509  4.58294
S  -3.67453  -3.71699  4.74909
O  -4.27760  -2.76542  5.66504
O  -2.41272  -4.31116  5.11044
N  -3.84110  -3.25492  3.14945
S  -2.65545  -2.28532  2.94385
O  -2.57458  -1.13487  3.82678
O  -1.40127  -2.97305  2.69893
C  -3.15817  -1.54621  1.24987
F  -3.62288  -2.51282  0.45236
F  -4.19337  -0.70482  1.45078
F  -2.15087  -0.91056  0.68955
C  -0.39805  3.54513  2.56218
F  -0.85092  2.41970  3.08372
F  -1.02361  4.60565  3.06751
F  0.89408  3.65278  2.82785
S  -0.67060  3.46132  0.65651
O  -1.32434  2.17471  0.50041
O  -1.45204  4.57088  0.20819
N  0.87084  3.32899  -0.01757
S  1.49591  4.76932  -0.17221
O  1.23537  5.35870  -1.46424
O  1.32321  5.66307  0.95168
C  3.35273  4.28315  -0.08296
F  3.56196  3.27302  -0.92430
F  4.15287  5.30431  -0.41343
F  3.64836  3.84593  1.13411
C  1.48563  -0.05169  2.93597
F  0.31338  -0.47458  2.51902
F  1.72139  1.19555  2.53999
F  1.56791  -0.10118  4.25728
S  2.90710  -1.16836  2.23806
O  4.11796  -0.39703  2.35573
O  2.75750  -2.37663  3.00801
N  2.46158  -1.25309  0.56425
S  3.21421  -2.55302  0.19203
O  4.62209  -2.61911  0.51234
O  2.45900  -3.75155  0.52006
C  3.24445  -2.51828  -1.72382
F  4.06177  -1.54841  -2.12972
F  3.64420  -3.69122  -2.21297
F  1.98305  -2.36236  -2.09109

**Relative energy (zero: lowest compared OMol25 entry of this formula, charge and spin)**: 43.6 kcal/mol
**Total charge**: -3
**E_HOMO**: -0.10332 Ha
**E_LUMO**: 5.594 eV
**2S+1**: 1
**Kohn-Sham gap**: 8.406 eV

---

> Which formula does entry 1 have?

C25H76N6O13